(1)
Molecular formula: C3H5ClN2O
Method: DFT, the ωB97M-V functional and the def2-TZVPD basis

XYZ file:
```
12
Properties=species:S:1:pos:R:3:mulliken_spin:R:1
C 1.17021 -1.44339 0.25042 0.699
C 0.17975 0.53879 -0.70294 0.155
C -0.60185 0.73477 0.57369 0.019
N 1.35886 -0.44649 -0.50332 -0.039
N -1.42120 -0.23099 1.06206 0.799
O 1.19568 -2.50769 0.83009 0.224
Cl -3.02704 -0.34222 0.46630 0.111
H -0.43914 0.25215 -1.56903 0.010
H 0.72311 1.43636 -1.07713 -0.032
H -0.08125 0.80310 1.47596 0.005
H -1.18321 1.62203 0.40951 0.007
H 2.12608 -0.41641 -1.21560 0.041
```

Output
* <S²>: 2.008
* multiplicity: 3
* highest occupied orbital energy (alpha / beta): -0.22005 / -0.36868 Eh
* net charge: 0
* DFT total energy: -20736.52176 eV
* orbital gap (alpha / beta): 6.77 / 8.95 eV



(2)
Molecular formula: C11H11NO2S
Method: DFT, the ωB97M-V functional and the def2-TZVPD basis

XYZ file:
```
26
Properties=species:S:1:pos:R:3:mulliken_charge:R:1
C 0.97941 3.60115 0.52883 -1.162
C 0.34232 2.33624 -0.05945 0.758
O -0.69704 2.25488 -0.56052 -0.420
O 1.21687 1.25560 0.15728 -0.359
C 0.79942 -0.01338 -0.11453 0.348
C -0.63478 -0.39895 -0.01452 0.497
C -1.31012 -1.10330 -1.03805 -0.318
C -2.57111 -1.56415 -0.79601 -0.635
C -3.19487 -1.30891 0.39885 -0.397
C -2.55031 -0.61408 1.41206 -0.798
C -1.22711 -0.19192 1.20200 -0.143
N 1.38092 -0.40572 -1.35565 -0.603
C 2.38026 -1.22577 -1.40686 -0.216
C 2.71395 -1.98356 -0.19880 -0.547
S 1.99443 -1.26648 1.24057 -0.218
H 0.16248 4.48095 0.48228 0.299
H 1.91864 4.01845 0.01696 0.279
H 1.24203 3.48235 1.49449 0.365
H -0.69174 -1.25971 -1.91619 0.490
H -3.24616 -2.07283 -1.57598 0.243
H -4.17627 -1.46054 0.56379 0.494
H -3.09144 -0.29706 2.28760 0.363
H -0.62217 0.36781 1.84548 0.511
H 2.72883 -1.45270 -2.36565 0.491
H 2.37800 -3.01543 -0.24020 0.291
H 3.77555 -2.16293 0.01222 0.386
```

Output
* SMILES: CC(=O)O[C@@]1(c2ccccc2)N=CCS1
* highest occupied orbital energy: -0.30728 Eh
* net charge: 0
* DFT total energy: -28003.71924 eV
* orbital gap: 8.85 eV



(3)
Molecular formula: C3H6N4
Method: DFT, the ωB97M-V functional and the def2-TZVPD basis

XYZ file:
```
13
Properties=species:S:1:pos:R:3:mulliken_charge:R:1
C -2.71970 1.02926 -0.04606 -0.703
C 1.65357 -1.64903 0.14450 -0.351
C -1.41781 0.49725 -0.52073 -0.019
N -0.22237 0.99127 -0.04810 -0.653
N 1.96582 1.07654 0.35677 -0.895
N 0.93630 -0.82255 -0.50488 -0.594
N 0.94571 0.47375 -0.10766 1.400
H -3.70331 0.51244 -0.21584 0.255
H -2.85511 1.70370 0.88862 0.224
H 1.74947 -2.66361 -0.12317 0.271
H 2.20264 -1.37118 0.96661 0.357
H -1.23785 -0.23865 -1.24825 0.446
H 2.70265 0.46081 0.45819 0.262
```

Output
* highest occupied orbital energy (alpha / beta): -0.28625 / -0.29246 Eh
* net charge: 0
* DFT total energy: -9162.26297 eV
* orbital gap (alpha / beta): 7.15 / 7.40 eV



(4)
Molecular formula: C7H7NO
Method: DFT, the ωB97M-V functional and the def2-TZVPD basis

XYZ file:
```
16
Properties=species:S:1:pos:R:3:mulliken_charge:R:1
C 0.55652 0.92960 -2.45024 -1.332
C -0.52657 0.22977 -1.72719 0.547
O -1.57860 -0.04258 -2.19888 -0.505
C -0.24305 -0.03008 -0.23075 0.568
C -1.15738 0.12344 0.74225 -0.178
C -0.98081 -0.17017 2.01074 -0.558
C 0.34476 -0.77722 2.35094 -0.603
C 1.19768 -0.98874 1.29139 -0.218
N 0.90933 -0.61610 0.03090 -0.444
H 0.81291 1.87832 -1.89910 0.281
H 1.46355 0.11923 -2.49937 0.246
H 0.33306 1.22289 -3.25957 0.584
H -2.35646 0.47295 0.48352 0.111
H -1.54454 0.09139 2.73759 0.623
H 0.52860 -1.13697 3.26901 0.501
H 2.24098 -1.30572 1.34875 0.377
```

Output
* SMILES: CC(=O)c1ccccn1
* highest occupied orbital energy: -0.34925 Eh
* net charge: 0
* DFT total energy: -10906.99101 eV
* orbital gap: 9.90 eV



(5)
Molecular formula: C35H40F10N3ORb
Method: DFT, the ωB97M-V functional and the def2-TZVPD basis

XYZ file:
```
90
Properties=species:S:1:pos:R:3:mulliken_charge:R:1
Rb 1.05408 0.05956 -0.14478 0.693
C -2.12898 -2.47193 2.28561 -0.471
C -2.76381 -2.14871 1.07010 -0.100
C -2.47242 -0.75893 0.81879 0.259
C -1.64063 -0.31930 1.88472 -0.703
C -1.42113 -1.36537 2.79089 -0.924
C -0.74152 -1.24880 4.13647 2.664
C -0.63902 -2.61485 4.81553 -2.183
C -1.56507 -0.31698 5.04225 -1.785
C 0.66917 -0.66624 3.99766 -1.511
C -3.11145 0.26672 -0.12857 2.550
C -2.29881 1.58510 -0.16334 -1.994
C -4.50595 0.64633 0.39948 -1.857
C -3.19587 -0.15769 -1.60199 -2.013
C -3.46422 -3.24454 0.26324 2.900
C -3.49754 -4.55416 1.07012 -2.422
C -2.68409 -3.57329 -1.02315 -1.594
C -4.93522 -2.96224 -0.07306 -1.878
H -2.05958 -3.46764 2.70270 0.353
H -1.31695 0.69844 2.05000 0.358
H -1.63285 -3.04078 4.97027 0.318
H -0.15519 -2.51774 5.79308 0.457
H -0.05522 -3.30926 4.20703 0.326
H -2.57234 -0.71787 5.17247 0.395
H -1.65460 0.67091 4.58838 0.253
H -1.09677 -0.20666 6.02800 0.449
H 1.29501 -1.32021 3.38258 0.311
H 1.15562 -0.57107 4.97526 0.464
H 0.64141 0.31941 3.53726 0.059
H -2.22113 2.05472 0.81465 0.447
H -2.77527 2.28588 -0.85195 0.547
H -1.30002 1.38165 -0.55584 0.047
H -4.40523 1.04422 1.41160 0.320
H -5.18535 -0.19943 0.45005 0.251
H -4.95920 1.41823 -0.23518 0.469
H -2.20366 -0.39017 -1.99061 0.260
H -3.60362 0.65994 -2.20522 0.574
H -3.83114 -1.02325 -1.75948 0.297
H -2.49146 -4.92095 1.27577 0.386
H -4.02210 -5.32416 0.49586 0.473
H -4.01343 -4.41563 2.02262 0.421
H -1.66693 -3.86923 -0.76436 0.229
H -2.60765 -2.72310 -1.69300 0.140
H -3.15668 -4.40165 -1.56617 0.497
H -5.51545 -2.85203 0.84706 0.369
H -5.35185 -3.79966 -0.64361 0.453
H -5.07703 -2.06495 -0.66454 0.287
C 4.67077 -1.34355 -0.11123 -1.240
N 4.21423 -0.15863 -0.80749 1.271
C 4.90380 1.02000 -0.29794 -1.327
C 4.18372 2.33929 -0.54981 -0.654
N 2.94318 2.35062 0.18379 -0.095
C 2.38769 3.49712 0.50971 -0.106
C 2.74052 4.84714 0.18485 0.598
F 3.78215 5.11258 -0.65663 -0.363
C 2.04905 5.95137 0.64310 -0.034
F 2.46064 7.18521 0.27598 -0.346
C 0.94081 5.83609 1.46032 0.577
F 0.27689 6.93126 1.91270 -0.366
C 0.52995 4.55115 1.79565 -0.276
F -0.55257 4.38860 2.58047 -0.332
C 1.21548 3.46108 1.33181 -0.042
F 0.75448 2.23330 1.69667 0.132
C 4.37603 -0.31169 -2.25048 -0.702
C 3.26431 -1.15482 -2.87995 -1.320
N 1.99767 -0.46543 -2.92574 -0.220
C 1.71534 0.29097 -3.96657 0.066
C 2.47360 0.61832 -5.13714 0.531
F 3.76721 0.19429 -5.28249 -0.380
C 1.99856 1.40609 -6.16830 0.003
F 2.79151 1.63597 -7.23947 -0.343
C 0.73946 1.96768 -6.13883 0.536
F 0.26547 2.70422 -7.17710 -0.366
C -0.03756 1.72149 -5.01144 -0.227
F -1.27336 2.25532 -4.94239 -0.319
C 0.43469 0.94214 -3.99069 -0.084
F -0.37438 0.76202 -2.91946 0.151
H 5.76071 -1.50459 -0.22816 0.313
H 4.16394 -2.23068 -0.49093 0.309
H 4.45361 -1.25809 0.95513 0.322
H 5.93445 1.06598 -0.70231 0.321
H 4.98492 0.91155 0.78715 0.374
H 4.03221 2.48415 -1.63041 0.287
H 4.88304 3.12682 -0.23561 0.442
H 5.37017 -0.74888 -2.47603 0.221
H 4.35194 0.67661 -2.71025 0.311
H 3.12735 -2.05637 -2.27010 0.454
H 3.61150 -1.51476 -3.85590 0.287
O 0.36242 -2.46223 0.21647 -0.117
C 0.50552 -2.81138 1.28437 -0.085
```

Output
* highest occupied orbital energy: -0.06025 Eh
* net charge: -2
* DFT total energy: -71290.97161 eV
* orbital gap: 5.38 eV



(6)
Molecular formula: C3H9NO3
Method: DFT, the ωB97M-V functional and the def2-TZVPD basis

XYZ file:
```
16
Properties=species:S:1:pos:R:3:mulliken_charge:R:1
C 0.36686 0.32060 -2.01477 -0.273
C -0.05407 0.19194 2.48948 -0.690
C 0.85701 1.00894 -0.86835 -0.572
N -1.19673 -1.55416 -0.73752 0.548
O -1.78590 -1.42477 0.31183 -0.312
O -0.15624 -0.29075 1.18570 -0.587
O -1.19642 -0.68091 -1.68589 -0.430
H -0.45119 -2.26806 -0.78649 0.254
H -0.19297 0.85546 -2.76954 0.209
H 0.95622 -0.49937 -2.41024 0.280
H 0.95295 0.59647 2.67981 0.246
H -0.78286 0.98601 2.71202 0.256
H -0.20377 -0.62126 3.21131 0.224
H 0.54470 2.04757 -0.79378 0.311
H 1.92802 0.89165 -0.70910 0.344
H 0.41438 0.44065 0.18554 0.192
```

Output
* highest occupied orbital energy (alpha / beta): -0.31087 / -0.31101 Eh
* net charge: 0
* DFT total energy: -10881.96870 eV
* orbital gap (alpha / beta): 7.71 / 7.71 eV



(7)
Molecular formula: C5H11NO2
Method: DFT, the ωB97M-V functional and the def2-TZVPD basis

XYZ file:
```
19
Properties=species:S:1:pos:R:3:mulliken_charge:R:1
C -2.12995 -0.98762 -0.97947 -0.854
C -0.36453 0.48033 -0.30033 -0.006
C -1.12864 1.57841 -0.30158 -0.801
O -0.76055 -0.77996 -0.65817 -0.238
H -0.11725 0.21258 1.33879 0.183
H -2.77294 -0.74696 -0.12571 0.341
H -2.22733 -2.04230 -1.22995 0.224
H -2.42876 -0.38284 -1.84039 0.337
H -0.64891 2.51225 -0.04596 0.299
H -2.19515 1.58693 -0.47839 0.292
C 1.70670 -1.03717 1.27467 -0.540
N 2.18457 -0.13189 0.47638 -0.113
C 1.35728 0.68976 -0.69796 0.225
O 1.76618 1.84925 -0.77492 -0.694
H 2.86059 0.52312 0.86152 0.271
H 1.38767 -0.01219 -1.55038 0.268
H 2.21267 -1.28152 2.20341 0.375
H 0.24774 -0.24317 1.97743 0.084
H 1.05062 -1.78703 0.85101 0.349
```

Output
* highest occupied orbital energy: -0.30214 Eh
* net charge: 0
* DFT total energy: -10942.80525 eV
* orbital gap: 8.17 eV